[1]
122
Properties=species:S:1:pos:R:3:forces:R:3:mulliken_charge:R:1 method="wB97M-V/def2-TZVPD" de_lowest_kj_mol=317.1 homo_energy_ev=-9.5298 homo_lumo_gap_ev=9.036 lumo_energy_ev=-0.49
C -0.661484 -2.868005 3.809529 -0.1313 1.2489 -0.4649 -1.08
C 0.729905 -3.364700 3.417984 -0.1394 0.6910 0.2051 0.62
C 1.174285 -2.820095 2.070869 -0.9219 -1.4430 -0.4597 0.58
O 2.576705 -2.611407 2.222725 -0.7038 -0.2799 -0.8459 -0.26
C 2.786009 -2.412363 3.533789 1.3535 1.3329 0.2795 0.46
O 3.751203 -1.842979 3.958794 -0.2797 -0.5257 -0.0156 -0.58
O 1.771105 -2.830171 4.268882 -0.8797 0.0454 0.7593 -0.42
H -1.496749 -3.517453 3.551365 0.3097 -0.6698 0.7796 0.35
H -0.985067 -1.991640 3.227213 0.6940 0.0754 -0.2563 0.09
H -0.634823 -2.435568 4.809438 -0.3153 -0.8158 0.3376 0.39
H 0.848516 -4.442023 3.531641 -0.2858 -0.0704 -0.3812 0.39
H 0.648889 -1.922417 1.751647 0.2231 0.3624 0.4001 -0.36
H 0.854084 -3.580418 1.350448 0.9343 0.0872 -0.4067 -0.33
C 2.198416 -3.520427 -1.296818 0.7525 -0.1795 -0.7239 -0.90
C 3.057365 -2.364568 -1.814064 -0.6794 0.1072 0.3301 0.27
C 2.955592 -1.041851 -1.023793 0.6628 -1.5509 0.3141 1.56
O 4.324308 -0.730543 -0.798663 0.1049 1.0648 -0.0893 -0.44
C 5.157795 -1.688788 -1.282459 -0.3380 0.5206 -0.5603 0.49
O 6.335305 -1.588266 -1.336835 0.1360 -0.1716 0.3591 -0.54
O 4.431110 -2.700561 -1.776297 0.4445 -0.5578 0.2421 -0.43
H 1.171773 -3.202661 -1.123558 -0.1176 -0.1720 -0.3126 -0.14
H 2.587804 -4.013730 -0.403654 0.2304 0.6365 0.2524 0.36
H 2.289877 -4.305255 -2.049270 -0.6828 0.0122 -0.1080 0.46
H 2.874684 -2.105115 -2.859685 -0.4804 -0.4652 -0.0148 0.30
H 2.535874 -1.179926 -0.026957 -0.3709 0.0270 -0.1688 -1.03
H 2.395817 -0.346676 -1.646959 0.3510 0.5780 0.3410 -0.08
C 0.380303 0.787131 1.031200 1.3397 0.2874 0.2956 -0.29
C -0.813933 0.598414 0.159023 1.4625 -1.1097 -1.0547 1.82
C -0.515735 0.584391 -1.386152 -1.9926 1.1548 1.0162 -0.38
O -0.671326 -0.761678 -1.756865 0.4166 -0.6807 -1.5992 -0.29
C -1.225849 -1.498677 -0.800062 0.5473 0.1306 1.1125 0.41
O -1.578448 -2.635670 -0.828075 -0.0130 0.2512 -0.5547 -0.34
O -1.205493 -0.782048 0.340410 -1.2671 0.5738 0.9454 -0.33
H 1.218712 0.182155 0.678015 -0.1792 -0.0684 -0.3128 -0.57
H 0.275562 0.445694 2.062987 -0.5704 0.3256 0.0522 0.30
H 0.765417 1.808120 1.018570 -0.3071 0.1007 0.1438 0.09
H -1.622606 1.309669 0.302853 -0.2541 -0.3742 0.5230 -0.79
H 0.375668 1.058854 -1.782425 0.3688 -0.4371 0.3040 0.04
H -1.385656 1.140574 -1.751673 0.2557 -0.0644 -0.7670 0.35
C -4.307232 -1.058463 2.304859 0.6368 1.2689 0.9083 -1.23
C -5.272774 -0.169195 1.464639 1.7856 -1.5564 0.6160 0.62
C -4.727572 1.248984 1.189631 -2.1045 -0.3314 0.3366 -0.68
O -4.334361 1.214768 -0.171316 0.3443 0.6865 0.2953 -0.32
C -4.834159 0.113428 -0.769435 0.1479 -0.8073 0.7892 0.59
O -4.802410 -0.085197 -1.932562 0.0079 -0.1004 -0.4488 -0.50
O -5.281298 -0.765931 0.172413 -0.5911 0.7001 -1.1607 -0.38
H -3.561778 -0.362706 2.712539 0.0852 -0.1178 0.0371 0.25
H -3.707156 -1.759396 1.728024 -0.4409 -0.0656 -0.3672 0.16
H -4.669476 -1.548688 3.208475 -0.6246 -0.1156 -0.3531 0.38
H -6.290433 -0.124241 1.846018 0.0598 -0.1486 0.0615 0.45
H -3.992682 1.635765 1.887593 0.4728 -0.2460 -0.3333 0.32
H -5.643787 1.834888 1.312638 0.4189 0.7787 -0.3871 0.39
O -0.380423 -3.836173 -3.841693 -0.4371 -0.2474 -0.0879 -0.50
S -1.303301 -3.685913 -4.950495 0.8136 1.4672 0.5607 1.04
O -0.970990 -4.319349 -6.200979 -0.3227 0.0036 0.0457 -0.76
C -3.010567 -4.026968 -4.509113 -0.9671 -0.6186 -1.3479 -0.81
C -3.771931 -2.695058 -4.335336 1.5949 0.1980 1.5604 0.03
C -3.102984 -1.729035 -5.318316 0.0738 -0.0264 -1.4067 -1.03
C -1.565933 -1.876010 -5.172587 -0.8938 -0.4878 0.6658 0.08
H -3.144289 -4.857216 -3.816921 0.3644 0.4504 0.5948 0.31
H -3.360425 -4.477158 -5.445423 -0.0351 0.0963 -0.1014 0.40
H -4.852506 -2.804599 -4.306277 -0.0234 -0.0182 -0.7394 0.46
H -3.548360 -2.302494 -3.335809 0.0237 -0.0883 0.1053 -0.20
H -3.387832 -0.678533 -5.266478 -0.1118 -0.0509 0.5456 0.48
H -3.389463 -2.006587 -6.338733 0.0969 -0.1520 -0.0413 0.37
H -1.274516 -1.407044 -4.231938 0.1328 -0.2428 0.1188 -0.43
H -0.935694 -1.453947 -5.950236 -0.2119 -0.2882 -0.3210 0.53
O 5.589693 3.672010 4.169717 0.1636 -0.4154 -0.4949 -0.67
S 5.433549 2.364467 3.556646 -1.7303 -0.0467 0.5730 1.13
O 6.424184 1.767157 2.716981 0.7301 0.0758 0.2099 -0.67
C 4.770288 1.273730 4.850604 -0.6423 -0.1175 -1.1511 -0.62
C 3.264845 1.703913 4.969199 1.2780 0.2170 1.3853 -0.76
C 2.772015 2.317997 3.671213 -0.6073 1.4874 -0.3945 0.41
C 3.879207 2.286546 2.649729 0.0861 -1.1579 -0.7690 -0.13
H 5.408361 1.332188 5.726319 -0.2303 0.0735 0.1497 0.53
H 4.764956 0.272567 4.418903 0.4389 -0.0708 0.1184 0.19
H 2.659665 0.847631 5.259913 0.1438 -0.1314 -0.0522 0.38
H 3.210980 2.418706 5.791785 -0.2092 0.0621 -0.0652 0.29
H 2.502186 3.378249 3.721774 0.0126 -0.0699 0.7700 -0.05
H 1.819198 1.868718 3.387332 0.3337 -0.2963 -0.4983 -0.07
H 3.872754 3.005598 1.832865 -0.0939 0.2859 0.2910 -0.05
H 3.893358 1.299383 2.175067 0.3734 0.0193 -0.0412 0.05
C 0.498376 2.738915 -4.600687 0.6130 -0.1146 0.5791 -0.60
C -0.901113 3.283531 -4.676834 -0.6731 -0.2211 -0.4678 0.85
C -1.303907 4.415222 -3.763166 -0.0826 0.4175 0.5507 -0.94
O -1.690112 2.799313 -5.456710 -0.0035 0.0811 0.0907 -0.57
H 0.772836 2.553853 -3.556619 -0.1230 -0.0798 0.0131 -0.15
H 1.290516 3.411375 -4.937877 -0.3108 0.2772 -0.2006 0.38
H 0.581156 1.811562 -5.160877 -0.1340 0.0224 -0.0667 0.26
H -1.280006 5.366233 -4.301675 0.6365 -0.0139 0.0017 0.38
H -0.674016 4.422086 -2.871357 0.1961 0.3947 -0.1745 0.13
H -2.334823 4.428111 -3.402856 -0.0868 -0.7880 -0.2974 0.30
C 2.588736 4.408423 -0.497017 0.4863 2.0940 0.0404 -0.13
C 3.649830 5.415321 -0.075143 1.3164 -0.8638 1.6450 0.47
C 3.501022 6.145354 1.248157 -0.2227 1.0602 -0.4304 -0.84
O 4.698736 5.514560 -0.667637 -0.4217 0.1263 -0.5170 -0.57
H 2.628152 4.649217 -1.562031 -0.6382 -1.0859 -0.2031 0.33
H 1.676455 4.739443 -0.006049 -0.3305 -0.5135 -0.2758 -0.09
H 2.896916 3.419640 -0.172680 -0.0681 -0.1552 -0.3804 0.09
H 4.205208 6.977759 1.233662 0.1072 -0.1135 0.0659 0.34
H 3.736591 5.539470 2.123276 -0.1374 -0.3052 -0.1472 0.15
H 2.509328 6.592940 1.353942 -0.1030 -0.2885 0.1582 0.29
C -0.973225 -5.970053 -0.647459 0.2972 1.3016 2.0908 -0.30
C -2.372084 -6.151870 -1.144756 -0.2923 -2.0059 -1.1149 0.65
C -3.644231 -5.520486 -0.645831 0.0291 1.5068 -0.3419 -0.82
O -2.520690 -6.976017 -2.028913 0.1297 0.0927 -0.3244 -0.60
H -0.183814 -5.877616 -1.386494 -0.4101 -0.1072 -0.4433 0.20
H -0.685847 -6.758417 0.055480 -0.2959 -0.4693 -0.3921 0.50
H -0.913354 -5.102153 0.021240 -0.0037 0.2857 -0.3341 -0.28
H -4.418034 -5.679210 -1.395770 0.0954 -0.4862 0.0322 0.36
H -3.521136 -4.431263 -0.665432 0.0969 0.0072 0.5975 -0.04
H -4.029930 -5.858003 0.313708 0.3750 -0.0067 0.1718 0.39
C -0.985124 4.737029 3.760442 0.3658 0.5219 0.1873 -1.45
C -0.652371 4.359803 2.362312 -0.0708 -1.7425 -0.2453 0.79
C -1.774109 4.378470 1.359670 -0.0972 0.3681 -0.0124 -0.84
O 0.419368 3.895064 2.033288 0.1105 0.5377 0.1516 -0.27
H -1.858589 4.178274 4.094912 -0.0522 0.0436 0.0103 0.41
H -1.233536 5.802198 3.759932 -0.1163 -0.0268 0.2414 0.39
H -0.135219 4.550816 4.413404 -0.0431 0.0606 0.0262 0.30
H -1.510675 5.187482 0.673696 -0.4660 -0.0276 -0.1768 0.33
H -2.746357 4.523694 1.827325 0.0024 0.3745 -0.1035 0.33
H -1.826763 3.443863 0.805130 0.3053 0.0087 -0.0767 0.07

=====

[2]
13
Properties=species:S:1:pos:R:3:forces:R:3:mulliken_charge:R:1 method="wB97M-V/def2-TZVPD" de_lowest_kj_mol=0.0 homo_energy_ev="-12.8526 / -15.0101" homo_lumo_gap_ev="8.634 / 7.253" spin_multiplicity=3 lumo_energy_ev="-4.22 / -7.76" charge=+1
C -2.020143 0.581722 0.740837 0.6811 -0.0215 -0.3964 -0.32
C -0.726812 0.701032 0.020422 -0.0533 0.9389 -0.6232 -0.21
C 0.270416 1.680114 0.418759 0.9096 -1.6128 -3.5686 -0.08
O 1.509439 1.395905 0.288539 -0.8268 0.7220 0.8073 -0.52
Hg 2.812666 -0.550298 0.627977 -0.4068 0.3877 -0.1230 0.77
H -2.434760 1.571012 0.968310 -0.2850 -0.4267 -0.0186 0.26
H -0.464008 -0.099079 -0.676049 0.4313 0.1580 0.4129 0.37
H -2.676378 -0.132532 0.221034 -0.0963 0.6526 0.3245 0.29
H -0.428463 0.901469 2.199000 -1.5192 -3.7768 -0.4448 0.21
C -1.314154 -0.051871 1.933070 1.0452 2.7443 2.8638 -0.81
H -1.700457 0.053485 2.950717 -1.2192 -0.1727 -0.3082 0.37
H -1.163266 -1.129198 1.787661 1.2064 0.5503 -0.0079 0.29
H -0.020811 2.742360 0.334669 0.1329 -0.1432 1.0823 0.37

=====

[3]
12
Properties=species:S:1:pos:R:3:forces:R:3:mulliken_charge:R:1 method="wB97M-V/def2-TZVPD" de_lowest_kj_mol=277.2 homo_energy_ev=-7.9381 homo_lumo_gap_ev=8.703 lumo_energy_ev=0.77
N -1.957243 -0.775459 0.756753 0.2472 -0.4195 0.4801 -0.72
C -0.721759 -0.460190 0.603746 -0.4753 -0.3357 0.1030 0.42
N 0.520425 -0.914632 0.653673 -0.1725 0.0764 0.0000 -0.69
C 1.209218 -0.136921 -0.246707 -0.1926 0.0455 -0.1028 0.70
O 2.493809 -0.425897 -0.484351 -0.1859 -0.0534 0.1243 -0.48
C 0.511115 0.865290 -0.863015 -0.0810 -0.1858 -0.1178 -0.77
N -0.783255 0.859063 -0.165886 -0.2493 0.0522 0.2083 -0.11
H -2.173938 -1.677393 1.138909 0.2974 -0.3686 0.3142 0.24
H -1.766003 0.540635 -0.433959 1.0308 1.3097 -1.1049 0.40
H 2.698177 -1.214465 0.042649 -0.0342 0.1641 -0.0809 0.37
H 0.846550 1.688460 -1.474923 -0.1434 -0.1590 0.1593 0.36
H -0.877095 1.651512 0.473106 -0.0411 -0.1258 0.0172 0.29

=====

[4]
65
Properties=species:S:1:pos:R:3:forces:R:3:mulliken_charge:R:1 method="wB97M-V/def2-TZVPD" de_lowest_kj_mol=54.8 homo_energy_ev=-4.8678 homo_lumo_gap_ev=7.132 lumo_energy_ev=2.26 charge=-1
Mg 0.878027 0.040533 -0.128589 -0.0532 0.2543 0.0220 0.76
C -0.246690 -4.305747 1.636127 -0.0546 -0.0010 -0.0172 -0.56
C -1.464344 -3.771822 2.041937 0.0228 -0.0600 0.0173 -0.28
C -2.111371 -2.884316 1.212300 0.0113 0.0051 -0.0148 -0.47
C -1.511360 -2.527939 -0.000931 -0.0914 0.2549 0.2130 0.33
N -0.339722 -3.024365 -0.388151 0.0008 -0.1900 -0.1563 -0.28
C 0.259423 -3.897030 0.416164 0.0181 -0.0138 0.0246 -0.26
N -2.234948 -1.675516 -0.838819 0.0108 -0.2294 -0.2565 -0.60
C -1.669593 -0.889353 -1.678291 0.0364 0.2641 0.0929 -0.40
N -0.357278 -0.465595 -1.760167 -0.2093 -0.1319 -0.1176 -0.58
C -0.226558 0.333115 -2.852901 0.0053 -0.1476 0.0921 -0.15
N 0.818066 0.922576 -3.345784 0.0990 0.1197 0.0789 -0.49
C 2.106510 0.720512 -2.861181 -0.2172 -0.0775 -0.2182 0.29
C 3.125610 1.410294 -3.535764 0.0325 0.0069 -0.0393 -0.64
C 4.433736 1.229075 -3.158499 0.0316 0.0170 -0.0095 -0.29
C 4.724974 0.346687 -2.122670 0.0004 -0.0518 -0.0057 -0.78
C 3.669337 -0.279425 -1.500173 0.0421 0.0319 0.0204 -0.08
N 2.389244 -0.098566 -1.841245 -0.0716 0.0213 0.1445 -0.15
C -1.557062 0.511938 -3.499771 0.0779 0.0427 -0.0655 0.16
C -1.951664 1.228707 -4.612705 -0.0414 0.0181 0.0043 -0.05
C -3.298543 1.183879 -4.957887 -0.0011 -0.0241 0.0308 -0.61
C -4.207420 0.435705 -4.208023 0.0133 0.0099 -0.0142 -0.58
C -3.794140 -0.287607 -3.094094 -0.0070 0.0195 -0.0131 -0.14
C -2.456045 -0.226629 -2.757629 -0.0364 -0.0844 0.0571 0.60
H 0.299083 -5.009346 2.249195 0.0190 0.0196 0.0255 0.38
H -1.900734 -4.047763 2.994252 0.0179 0.0194 0.0115 0.38
H -3.057392 -2.433615 1.476716 -0.0200 -0.0140 0.0062 0.39
H 1.214133 -4.278262 0.067674 0.0140 -0.0220 -0.0139 0.39
H 2.843131 2.070582 -4.343148 -0.0051 0.0068 0.0079 0.45
H 5.226113 1.771315 -3.659917 0.0027 -0.0077 0.0032 0.38
H 5.736224 0.179446 -1.781700 0.0008 0.0029 0.0017 0.40
H 3.841448 -0.942541 -0.661399 0.0106 0.0286 0.0491 0.30
H -1.232568 1.802461 -5.182098 0.0162 -0.0130 -0.0140 0.53
H -3.649661 1.733820 -5.821939 -0.0132 0.0095 -0.0098 0.39
H -5.249151 0.416461 -4.503740 -0.0078 0.0132 0.0000 0.39
H -4.483473 -0.875933 -2.503014 -0.0034 -0.0193 -0.0048 0.54
N -0.425029 2.146036 -0.323128 0.0702 -0.1646 0.0159 -0.46
C 0.056017 3.176757 0.611526 -0.0051 0.0578 -0.0193 -0.73
C 1.467975 3.621515 0.259481 0.0014 0.0825 0.0085 -0.54
C 2.571673 2.572583 0.460879 -0.1443 -0.0343 0.0170 0.28
O 3.729376 2.959120 0.590221 0.0784 0.0884 -0.0371 -0.79
O 2.170693 1.365541 0.466987 0.3980 -0.0156 0.1300 -0.19
H -0.313347 2.480096 -1.277086 -0.0193 -0.0407 -0.0161 0.26
H -1.415493 1.972155 -0.188752 0.0030 0.0269 -0.0132 0.30
H 0.027403 2.756160 1.619092 0.0354 -0.0281 -0.0157 0.28
H -0.598711 4.058681 0.598966 -0.0005 -0.0437 0.0468 0.43
H 1.741224 4.503452 0.841117 -0.0314 0.0023 -0.0247 0.36
H 1.498338 3.923220 -0.794965 0.0191 0.0274 -0.0010 0.22
C -2.267575 0.370437 4.708535 -0.0521 0.0122 -0.0226 -0.58
C -2.454938 0.618048 3.328305 0.0039 -0.0154 0.0531 -1.18
C -1.503980 0.218039 2.434290 0.0457 0.0532 -0.0217 0.29
C -0.309486 -0.443729 2.832742 -0.1167 0.0212 -0.1439 0.94
C 0.660564 -0.830846 1.848904 -0.0063 -0.0318 0.0303 -0.14
C 1.739328 -1.528355 2.353502 0.0403 0.0232 0.0348 -0.04
C 1.919368 -1.818170 3.726243 0.0002 -0.0247 -0.0155 -0.98
C 1.000496 -1.408825 4.648459 -0.0245 -0.0071 0.0265 -0.99
C -0.152035 -0.710595 4.217065 0.0169 -0.0249 0.0523 1.04
C -1.147314 -0.281207 5.134229 0.0210 -0.0281 -0.0088 -0.90
H -3.018132 0.689845 5.422109 -0.0006 0.0042 -0.0002 0.38
H -3.353863 1.116552 2.986071 -0.0166 0.0027 -0.0034 0.41
H -1.653056 0.378305 1.371240 -0.0068 -0.0120 0.0082 0.35
H 2.525733 -1.870231 1.682880 0.0323 0.0080 -0.0233 0.24
H 2.804407 -2.356332 4.050810 0.0047 -0.0081 -0.0090 0.38
H 1.136858 -1.607283 5.706454 -0.0040 -0.0068 0.0036 0.34
H -1.001833 -0.486708 6.189686 0.0071 -0.0019 0.0162 0.36